[1]
Molecular formula: C21H26GeN4O11Sr
Method: DFT, wB97M-V/def2-TZVPD

Element x y z (Å)
N  2.09040  -0.37737  -4.49897
O  -2.52562  -3.03552  5.37416
H  1.05017  2.10819  -1.56023
O  0.88495  -2.41112  0.22658
O  2.56615  -2.03055  2.72646
H  -1.76616  0.03775  3.36994
C  0.00786  -2.67913  1.10886
C  -1.81558  -3.23345  3.20605
O  1.46777  -0.22074  2.17693
O  4.43312  0.53834  -0.87779
H  -0.61717  1.73121  -1.18451
Sr  3.09496  -1.29114  0.28207
O  -3.74661  -4.17260  4.01066
C  -1.16780  0.93988  3.22586
H  -3.95298  2.92318  2.52009
C  -3.38663  1.99049  2.47302
C  -0.06048  -0.78089  -3.26901
C  0.20414  -2.24287  2.46372
H  -0.46339  0.99015  4.06049
O  4.92682  -1.54496  -1.47391
C  -3.22882  1.56438  1.01763
C  1.40928  -0.58609  -3.34911
N  -1.55265  -3.87605  -0.42725
C  4.48951  -0.39400  -1.71575
H  -0.59702  -0.07404  0.47650
C  0.09107  2.56038  -1.28594
O  -2.11139  -4.95153  -0.51391
H  1.87998  2.08134  0.79737
N  -2.77011  -3.49857  4.27383
C  -2.07511  -3.69782  1.93090
H  0.33802  4.30864  -2.54176
Ge  -0.05855  0.76036  1.63710
C  -2.06541  2.18754  3.21335
H  -1.34095  3.94992  -2.13914
H  -0.48297  -2.15996  4.49765
H  -2.86347  0.53919  0.93062
H  -0.57513  0.18229  -3.28011
H  1.66098  -0.20373  -5.39258
H  -0.29746  -1.29425  -2.33955
N  2.23146  -0.55680  -2.32170
H  -1.52868  3.03820  2.77751
H  -0.49489  2.97798  -3.34027
H  0.87745  4.15316  -0.08632
H  -3.98232  1.24296  3.00475
H  -0.42954  -1.37899  -4.10153
H  -4.18064  1.60516  0.48814
H  -2.96475  -4.27763  1.73193
C  -1.19763  -3.40312  0.90978
C  4.52127  0.02788  -5.14691
H  3.57983  -1.07957  -6.41192
H  -0.72442  3.64791  0.38869
C  -0.37787  3.49927  -2.38868
O  -1.32425  -3.13608  -1.36528
H  -2.53483  2.22063  0.48108
C  0.88539  2.39160  1.13438
H  1.04210  2.96203  2.05350
C  0.24741  3.27011  0.05480
C  3.48750  -0.29930  -2.83011
H  -2.28381  2.47232  4.24470
C  -0.66389  -2.50313  3.48836
C  1.48477  -1.49304  2.55648
O  4.27540  -0.41148  -6.41330
O  5.54688  0.57596  -4.87850
C  3.43440  -0.18286  -4.17989

Orbital gap (eV): 8.64
Net charge: 0
LUMO (eV): -0.408
E_tot (eV): -108032.89995
Energy above the lowest of the compared OMol25 structures with the same formula, charge and spin (kcal/mol): 35.8
E_HOMO (eV): -9.05


[2]
Molecular formula: C20H26N2O4S
Method: DFT, wB97M-V/def2-TZVPD

Element x y z (Å)
C  -2.46685  0.83859  -3.98680
H  3.68261  -2.34210  -0.06953
H  -3.29871  0.49752  -4.58642
C  -1.61470  0.09189  1.59095
C  0.31847  -0.60897  -1.97070
H  -2.62553  -0.17789  1.27791
C  0.65645  1.79936  2.65577
O  0.67200  -2.50213  1.53507
H  -0.05912  2.23202  3.35604
H  -0.92852  -0.63837  1.15974
C  1.82365  -1.53904  -0.79102
O  0.20935  -1.93256  -2.22432
H  1.98966  -1.87995  4.00291
C  -1.53390  0.01717  3.11771
C  2.87442  -1.68168  0.22956
H  -2.21443  -0.75489  3.48190
O  3.02862  0.66331  2.27559
H  1.64179  -4.34140  -0.50494
N  1.26674  -0.33628  -1.11876
C  -1.17677  2.62310  -3.05117
C  -0.14155  -0.36898  3.61997
C  2.16505  -0.03020  2.79823
S  2.10426  -2.49418  1.68844
H  3.24617  -0.71054  0.54524
C  1.32542  -4.00020  -1.48800
H  0.77920  1.25608  0.58751
H  -0.11293  -0.27605  4.71552
H  0.38095  -4.47056  -1.74899
H  -1.55588  1.52033  -0.01033
H  -0.99924  3.68087  -2.92018
H  -1.94749  2.21326  1.56359
C  -3.14886  3.20285  -4.49162
C  -2.25453  2.20331  -3.82586
H  2.07541  -4.29626  -2.22291
C  -0.55827  0.34267  -2.61273
C  -1.63284  -0.08580  -3.39040
H  -4.13117  2.77905  -4.68562
H  -1.86160  0.96373  3.55180
H  0.50308  2.03164  -1.85389
H  0.27403  2.92413  0.87307
H  -2.71794  3.50794  -5.44590
C  0.15346  1.89418  1.21427
H  0.01067  -1.41137  3.34353
C  1.15983  -2.52797  -1.46963
H  3.58504  -1.55077  3.27120
C  -0.33489  1.71061  -2.45078
C  2.50918  -1.45906  3.14973
N  0.92714  0.42502  3.04224
C  -1.30742  1.48761  1.05255
O  2.72747  -3.77933  1.87698
H  -3.26106  4.09265  -3.87628
H  1.60258  2.34077  2.73691
H  -1.80853  -1.14317  -3.51715

Orbital gap (eV): 8.74
Structure (SMILES): Cc1ccc(-c2nc(CS(=O)(=O)CC(=O)N3CCCCCC3)c(C)o2)cc1
Net charge: 0
LUMO (eV): 0.655
E_tot (eV): -43168.04387
Energy above the lowest of the compared OMol25 structures with the same formula, charge and spin (kcal/mol): 46.0
E_HOMO (eV): -8.08


[3]
Molecular formula: CHBrINO2
Method: DFT, wB97M-V/def2-TZVPD

Element x y z (Å)
C  0.61049  -0.77469  0.80328
O  -1.44723  1.22359  -0.57212
I  -1.37200  -0.62399  1.47221
H  1.39292  -0.64122  1.65459
O  0.09064  1.88855  -1.95149
Br  1.12646  -2.28386  -0.29315
N  -0.40127  1.21161  -1.11332

Orbital gap (alpha / beta) (eV): 8.45 / 7.00
Net charge: 0
LUMO (alpha / beta) (eV): -1.293 / -1.716
E_tot (eV): -84775.29392
Energy above the lowest of the compared OMol25 structures with the same formula, charge and spin (kcal/mol): 55.8
E_HOMO (alpha / beta) (eV): -9.75 / -8.71


[4]
Molecular formula: C4H9ClN2O
Method: DFT, wB97M-V/def2-TZVPD

Element x y z (Å)
Cl  -0.28744  1.32796  -0.60316
N  -2.53997  0.18973  0.64003
H  -2.23963  1.00330  -0.17520
N  -2.19885  -1.03136  -0.05537
C  -0.90749  -1.11228  -0.11197
H  2.44425  0.52514  1.97042
O  1.84486  -1.17949  -0.84150
C  2.49817  0.55680  0.82431
H  1.46537  -1.40194  1.05078
H  -3.55621  0.07729  0.73055
H  1.82652  -0.45542  -1.63553
H  3.60149  0.23282  0.54027
H  -0.50128  0.10882  1.49498
C  -0.00201  -0.11085  0.45156
H  -0.60111  -2.01371  -0.73431
C  1.51531  -0.48298  0.39921
H  2.23598  1.57137  0.27255

Orbital gap (eV): 9.76
Structure (SMILES): C[C@H](O)[C@@H](Cl)/C=N\N
Net charge: 0
LUMO (eV): 0.551
E_tot (eV): -21841.04505
Energy above the lowest of the compared OMol25 structures with the same formula, charge and spin (kcal/mol): 73.2
E_HOMO (eV): -9.21


[5]
Molecular formula: C28H58B2ClF3INO7P
Method: DFT, wB97M-V/def2-TZVPD

Element x y z (Å)
H  -6.46725  1.53910  -2.04326
C  -2.63659  1.39959  -0.72600
O  -1.65380  1.53359  1.60944
F  -1.10413  -5.17622  -4.41964
H  -2.95066  2.21470  -1.45634
H  -5.41810  3.20577  2.28594
B  -0.98417  -3.24521  -0.23376
H  7.79657  -2.19842  -1.53292
H  -4.95073  -3.62351  2.28138
H  4.94414  2.49695  5.39975
H  3.24755  5.48449  3.85283
C  6.47347  -2.91333  0.02900
H  -2.44202  -2.75502  -4.81907
H  -5.01874  -0.28549  -1.58090
P  -2.21197  -1.77934  0.12503
C  4.12655  3.16725  5.12072
H  0.60937  3.00700  -2.78361
F  -0.17407  -3.58247  -5.74391
I  -3.54612  -1.71883  3.64616
H  -5.76557  -0.85149  1.91389
C  3.19885  4.59092  3.21967
H  1.09116  4.84357  2.90414
H  5.32832  -0.78666  1.51145
C  -4.45393  -2.66443  1.87143
H  4.40175  -3.32868  -0.35283
H  -1.29393  3.12264  -2.64943
H  -5.71319  -0.64647  -3.23379
H  2.79777  3.25618  0.72200
H  -0.33268  -1.70702  -2.68047
C  -3.56800  3.81390  1.04959
H  6.35787  -2.79115  1.11029
H  3.43609  4.93019  2.20498
H  2.14310  1.96736  2.78585
C  -1.65419  0.28826  -1.34339
H  -1.01939  -0.81790  -4.22594
O  -4.08350  4.93160  0.77280
C  7.63718  -2.06093  -0.46006
H  -2.36269  -3.52895  -3.16243
O  -1.35251  -4.50409  -0.85220
H  -5.40242  -1.46164  0.19373
F  0.54446  -3.87738  -3.53609
H  -0.51124  -4.90104  -1.18920
H  -6.00528  1.70340  -3.80560
O  -2.94379  -1.74104  -1.48558
C  -4.96097  0.02739  -2.67261
H  2.38191  -1.55700  1.13701
H  4.28980  2.72570  3.02006
H  -2.72044  -3.93625  1.30872
H  3.18925  2.63039  5.28456
H  4.15266  4.02940  5.79356
C  -0.33328  2.73545  -2.17345
O  -1.01186  -0.56828  -0.34667
H  1.58493  0.82030  -1.50087
H  5.31206  -0.47550  -0.97066
C  -5.56378  1.51881  -2.76591
H  3.18577  -1.22867  2.67836
H  -0.16327  3.22938  -1.14067
H  5.25577  4.08626  3.55397
C  5.15716  -2.61037  -0.68850
H  -6.65497  -2.38997  1.26510
H  -4.87359  1.91586  1.08464
H  -3.66812  -0.95792  -4.18989
H  1.11490  3.78746  0.54233
H  7.46726  -0.99845  -0.26962
C  4.38956  -0.76022  0.94766
H  1.00629  -2.80644  -0.71006
H  -3.13376  -0.86156  0.74716
H  0.48195  2.47806  2.56928
H  -1.49156  -1.73193  1.40129
C  -3.38256  -3.14648  0.78162
H  4.05861  0.28422  0.95228
O  0.93451  0.44065  -2.12813
H  3.67978  -1.09784  -1.05376
H  -3.60898  0.84997  -0.43058
C  -1.76669  -2.89136  -3.89236
C  -5.67410  -1.79178  1.25199
C  1.52032  2.79154  2.42386
C  -2.37874  -0.74368  -2.39531
H  0.85444  -3.75442  0.70982
Cl  -3.00865  1.36900  -4.27381
O  -2.20539  3.55411  0.64970
H  -3.90938  -3.59924  -0.14193
H  1.52956  2.07393  0.38910
B  -0.34327  1.12000  -1.89164
N  0.47131  -2.97786  0.15256
C  -3.52208  -0.17006  -3.35980
H  5.28743  -2.79237  -1.76135
C  3.34015  -1.60156  1.66206
C  4.62249  -1.18730  -0.50204
H  -4.86059  2.33766  -2.41002
C  -0.56324  -3.83848  -4.41035
C  -2.10493  2.09914  0.60055
C  4.27816  3.60607  3.67039
C  -1.26682  -1.48474  -3.31938
H  6.72233  -3.96726  -0.13602
H  -3.90818  2.20755  2.60736
C  1.76477  4.05283  3.25331
H  8.55706  -2.34677  0.05727
H  1.47683  3.85108  4.29068
C  -4.50281  2.75638  1.78415
H  3.64398  -2.64902  1.73707
C  1.75748  2.99442  0.93425

Orbital gap (eV): 6.58
Net charge: -1
LUMO (eV): 2.415
E_tot (eV): -85217.37411
E_HOMO (eV): -4.16